C27H21CoN8O8S3 | ωB97M-V with the def2-TZVPD basis set

- Charge: -1
- Kohn-Sham gap (spin up / spin down): 5.9 / 5.9 eV
- Relative energy (zero: lowest compared OMol25 entry of this formula, charge and spin): 0.0 kJ/mol
- Spin multiplicity: 4
- ⟨S²⟩: 3.757

Structure (XYZ):
```
68
Properties=species:S:1:pos:R:3:forces:R:3
Co 0.2739 0.5901 1.7670 -0.038 0.236 0.139
O -0.0237 6.1481 -0.0550 -0.004 -0.006 0.063
C 0.6124 5.4441 -0.9650 -0.050 -0.031 -0.057
O 1.0951 5.9320 -1.9608 0.021 0.004 0.021
C 0.7240 3.9739 -0.7303 -0.012 0.000 0.024
C 1.3326 3.1123 -1.6173 0.036 0.016 -0.007
N 1.2777 1.8842 -1.0756 -0.049 0.019 -0.008
N 0.6497 1.8927 0.1074 0.089 -0.078 -0.031
C 0.3048 3.1488 0.3355 -0.002 -0.006 0.019
C -0.4372 3.4177 1.6246 -0.027 0.050 -0.010
O -0.7905 4.5842 1.8507 0.025 -0.007 -0.021
O -0.6309 2.4017 2.3415 0.039 -0.133 -0.036
H -0.3536 5.5737 0.7144 0.008 0.007 -0.023
H 1.7773 3.3017 -2.5796 -0.001 0.000 0.004
H 1.6123 1.0146 -1.4593 -0.001 -0.011 -0.002
C 1.7132 -3.4216 0.6462 -0.002 -0.001 0.002
C 0.9251 -2.3288 0.9516 0.025 0.009 -0.011
N 1.3720 -1.0742 0.8406 -0.046 -0.006 -0.025
C 2.6196 -0.8789 0.4258 -0.005 -0.006 -0.016
C 3.4894 -1.9102 0.0995 -0.018 0.028 -0.018
C 3.0172 -3.2093 0.2309 0.010 -0.011 0.006
C 4.8856 -1.6179 -0.2711 0.005 -0.009 0.023
C 5.3334 -0.7386 -1.1664 0.008 0.005 0.002
C 4.5634 0.0564 -2.1407 -0.006 0.009 -0.010
C 5.1127 1.2226 -2.6652 -0.002 0.005 0.005
C 4.3768 1.9049 -3.6160 0.006 0.004 0.008
N 3.1991 1.4658 -4.0544 0.000 -0.005 -0.003
C 2.7694 0.3333 -3.5073 0.006 -0.019 -0.025
N 3.3697 -0.3820 -2.5629 -0.001 -0.007 0.004
H 1.3127 -4.4194 0.7523 0.002 0.000 -0.003
H -0.0860 -2.4461 1.3182 -0.006 -0.002 0.000
H 2.9581 0.1500 0.3799 0.002 0.000 0.008
H 3.6650 -4.0477 0.0056 0.000 0.000 0.002
H 5.6326 -2.1593 0.3014 0.001 -0.002 -0.007
H 6.4057 -0.5872 -1.2239 0.001 -0.009 -0.002
H 6.0765 1.5849 -2.3350 0.001 -0.002 -0.001
H 4.7392 2.8323 -4.0452 -0.001 0.000 0.000
H 1.8182 -0.0472 -3.8672 -0.002 0.005 0.006
O -6.6602 -5.5890 -1.9295 -0.002 0.009 0.010
S -6.5616 -4.2655 -2.5197 0.007 -0.001 -0.009
O -5.2865 -3.9675 -3.1413 -0.003 -0.001 0.005
O -7.7237 -3.8311 -3.2674 -0.004 0.002 0.009
C -6.5897 -3.1970 -1.0390 0.013 -0.015 0.005
N -7.7462 -3.0808 -0.3783 -0.005 0.000 0.000
C -7.7367 -2.3113 0.6963 0.006 0.006 0.002
C -6.6023 -1.6466 1.1461 -0.005 -0.003 -0.005
C -5.4537 -1.8472 0.4011 0.006 -0.015 0.013
N -5.4516 -2.6168 -0.6830 -0.005 0.015 -0.011
C -4.1382 -1.2325 0.7310 -0.002 -0.001 -0.015
C -3.8522 -0.6462 1.9584 -0.001 0.007 0.008
C -2.5891 -0.1328 2.1897 -0.020 -0.020 -0.026
N -1.6206 -0.1779 1.2723 -0.016 0.006 0.017
C -1.9024 -0.7181 0.0814 -0.002 0.000 -0.006
C -3.1301 -1.2576 -0.2304 0.008 -0.005 -0.001
H -8.6777 -2.2128 1.2292 -0.002 0.000 -0.003
H -6.6360 -1.0084 2.0175 -0.003 -0.001 -0.003
H -4.5895 -0.6005 2.7475 0.002 0.001 -0.005
H -2.3259 0.3303 3.1324 -0.006 -0.003 0.001
H -1.0959 -0.7233 -0.6433 0.005 0.000 0.001
H -3.3247 -1.7147 -1.1912 -0.004 0.002 0.000
C 3.3803 1.9644 2.4123 -0.001 0.009 0.000
O 2.2342 1.1612 2.6932 0.001 -0.006 0.000
C 2.2152 0.3362 3.8061 0.003 0.026 0.006
S 3.5451 0.1519 4.7483 0.004 -0.004 -0.012
S 0.6697 -0.3736 3.9578 0.008 -0.046 -0.006
H 3.1112 2.5479 1.5325 0.006 -0.006 0.000
H 4.2515 1.3371 2.2217 0.001 0.001 0.001
H 3.5948 2.6204 3.2532 0.002 -0.001 0.005
```
Forces are in eV/Å.